1.
Molecular formula: C38H27F6N14O4PbS2
Method: DFT, wB97M-V/def2-TZVPD

Geometry (Å):
Pb: 0.00 0.04 -0.14
C: 0.32 0.25 6.54
C: -0.69 -0.71 6.49
C: -1.43 -0.93 5.33
C: -1.10 -0.17 4.23
C: -1.66 -0.10 2.86
N: -2.71 -0.79 2.50
C: -3.26 -0.67 1.27
C: -4.67 -1.04 1.03
C: -5.64 -1.59 1.83
C: -6.88 -1.84 1.24
C: -7.12 -1.54 -0.10
C: -6.13 -0.97 -0.90
C: -4.91 -0.73 -0.31
C: -3.64 -0.19 -0.82
N: -3.43 0.25 -2.01
C: -2.40 0.97 -2.40
N: -1.82 1.93 -1.65
C: -0.76 2.37 -2.35
N: 0.13 3.25 -1.92
C: 0.48 3.39 -0.68
N: 0.34 2.45 0.29
C: 0.77 2.98 1.46
N: 0.72 2.45 2.66
C: -0.06 1.40 2.93
N: -0.96 0.83 2.12
C: -0.09 0.78 4.27
C: 0.63 1.03 5.42
C: 1.33 4.33 1.22
C: 1.93 5.24 2.06
C: 2.36 6.44 1.49
C: 2.17 6.71 0.14
C: 1.55 5.78 -0.70
C: 1.14 4.60 -0.13
C: -0.68 1.73 -3.69
C: 0.20 1.85 -4.74
C: -0.02 1.02 -5.84
C: -1.07 0.11 -5.86
C: -1.95 -0.01 -4.78
C: -1.73 0.83 -3.71
N: -2.67 -0.24 0.17
H: 0.86 0.40 7.46
H: -0.91 -1.29 7.38
H: -2.22 -1.66 5.29
H: -5.44 -1.83 2.86
H: -7.67 -2.28 1.83
H: -8.10 -1.75 -0.52
H: -6.31 -0.74 -1.94
H: 1.40 1.79 5.45
H: 2.07 5.03 3.11
H: 2.84 7.19 2.11
H: 2.50 7.65 -0.27
H: 1.39 5.98 -1.75
H: 1.01 2.57 -4.72
H: 0.64 1.08 -6.70
H: -1.20 -0.52 -6.73
H: -2.76 -0.73 -4.79
F: -1.98 -4.06 -3.77
C: -2.22 -4.04 -2.46
F: -3.37 -3.38 -2.25
F: -2.35 -5.28 -2.02
S: -0.91 -3.12 -1.57
O: -0.87 -1.83 -2.23
O: -1.31 -3.10 -0.19
N: 0.32 -4.07 -1.89
S: 1.77 -3.51 -1.63
O: 2.72 -4.55 -1.38
O: 1.75 -2.36 -0.74
C: 2.35 -2.82 -3.26
F: 3.40 -2.01 -3.03
F: 1.41 -2.11 -3.87
F: 2.74 -3.80 -4.06
C: 3.08 -2.69 2.71
N: 3.69 -1.92 1.64
C: 4.64 -2.68 0.82
C: 3.00 -0.86 1.15
N: 1.80 -0.55 1.49
N: 3.76 -0.03 0.31
C: 3.44 0.53 -0.91
N: 4.55 1.00 -1.57
N: 2.24 0.61 -1.35
H: 3.84 -3.35 3.12
H: 2.25 -3.30 2.34
H: 2.74 -2.03 3.50
H: 5.52 -2.92 1.41
H: 4.93 -2.13 -0.06
H: 4.17 -3.61 0.48
H: 1.40 -1.30 2.03
H: 4.74 -0.04 0.53
H: 5.46 0.63 -1.36
H: 4.42 1.32 -2.51
H: 2.21 0.95 -2.30

For the HOMO-LUMO gap, the calculation gives 6.31 eV. The total charge is +1. The molecular weight comes out at 1129.1 g/mol. The calculation puts the energy above the lowest of the compared OMol25 structures with the same formula, charge and spin at 0.0000 eV.

Charges per atom according to Löwdin partitioning, unit e:
1. Pb 1.491
2. C -0.051
3. C -0.049
4. C 0.011
5. C -0.104
6. C -0.245
7. N 0.229
8. C -0.229
9. C -0.095
10. C 0.016
11. C -0.044
12. C -0.046
13. C 0.017
14. C -0.098
15. C -0.211
16. N 0.263
17. C -0.252
18. N 0.167
19. C -0.275
20. N 0.238
21. C -0.240
22. N 0.054
23. C -0.236
24. N 0.218
25. C -0.273
26. N 0.061
27. C -0.113
28. C 0.008
29. C -0.097
30. C 0.014
31. C -0.045
32. C -0.048
33. C 0.012
34. C -0.098
35. C -0.113
36. C 0.007
37. C -0.043
38. C -0.033
39. C 0.024
40. C -0.112
41. N 0.094
42. H 0.110
43. H 0.111
44. H 0.121
45. H 0.120
46. H 0.112
47. H 0.112
48. H 0.123
49. H 0.119
50. H 0.121
51. H 0.112
52. H 0.112
53. H 0.121
54. H 0.119
55. H 0.113
56. H 0.116
57. H 0.129
58. F 0.150
59. C -0.686
60. F 0.128
61. F 0.164
62. S 0.566
63. O -0.394
64. O -0.299
65. N -0.271
66. S 0.590
67. O -0.258
68. O -0.376
69. C -0.663
70. F 0.112
71. F 0.134
72. F 0.156
73. C -0.036
74. N -0.141
75. C -0.026
76. C -0.453
77. N 0.053
78. N 0.152
79. C -0.508
80. N 0.166
81. N 0.060
82. H 0.099
83. H 0.107
84. H 0.096
85. H 0.096
86. H 0.084
87. H 0.083
88. H 0.049
89. H 0.144
90. H 0.104
91. H 0.109
92. H 0.065

---

2.
Molecular formula: C38H28FN6O11ScTe
Method: DFT, wB97M-V/def2-TZVPD

Geometry (Å):
Sc: 1.38 -0.26 0.17
O: 5.87 4.34 0.13
C: 4.92 3.36 0.18
C: 5.26 2.01 0.26
C: 4.24 1.08 0.28
N: 2.96 1.42 0.22
C: 2.63 2.70 0.12
C: 3.57 3.71 0.10
C: 1.11 2.86 -0.12
O: 0.60 3.97 -0.10
O: 0.57 1.75 -0.38
C: 4.47 -0.44 0.12
O: 5.59 -0.89 0.31
O: 3.42 -1.03 -0.27
H: 6.74 3.91 0.15
H: 6.29 1.67 0.30
H: 3.27 4.74 0.01
O: 1.36 -7.32 1.47
C: 1.17 -6.82 0.36
O: 0.97 -7.35 -0.74
C: 1.19 -5.24 0.33
C: 0.97 -4.54 -0.85
C: 1.04 -3.15 -0.85
N: 1.21 -2.46 0.30
C: 1.41 -3.12 1.44
C: 1.45 -4.51 1.49
C: 1.67 -2.28 2.62
C: 1.44 -2.74 3.92
C: 1.71 -1.91 4.99
C: 2.21 -0.64 4.74
C: 2.39 -0.25 3.42
N: 2.13 -1.04 2.38
C: 1.00 -2.31 -2.05
C: 1.06 -2.84 -3.34
C: 1.13 -2.00 -4.43
C: 1.14 -0.61 -4.20
C: 1.03 -0.16 -2.91
N: 0.89 -0.96 -1.84
H: 0.74 -5.12 -1.73
H: 1.67 -5.06 2.39
H: 1.03 -3.72 4.07
H: 1.51 -2.23 6.00
H: 2.43 0.04 5.54
H: 2.74 0.75 3.18
H: 1.10 -3.91 -3.47
H: 1.19 -2.39 -5.43
H: 1.23 0.09 -5.02
H: 0.96 0.91 -2.70
F: -3.01 4.16 5.81
C: -2.02 3.84 4.94
C: -2.25 2.91 3.97
N: -1.29 2.55 3.08
C: -1.52 1.54 2.09
C: -0.66 0.27 2.45
O: -0.54 -0.01 3.63
O: -0.19 -0.34 1.45
C: 0.01 2.98 3.23
O: 0.94 2.55 2.59
N: 0.18 3.98 4.17
C: -0.74 4.48 5.09
O: -0.41 5.33 5.90
H: -3.21 2.42 3.90
H: -1.21 1.89 1.11
H: -2.56 1.23 2.07
H: 1.12 4.34 4.24
C: -6.62 0.55 -5.02
C: -5.37 0.36 -4.21
C: -4.62 -0.81 -4.27
C: -3.52 -1.00 -3.44
C: -2.73 -2.27 -3.56
C: -3.16 -0.03 -2.50
Te: -1.71 -0.39 -0.91
C: -3.85 1.19 -2.52
C: -3.44 2.32 -1.63
C: -4.94 1.36 -3.35
H: -6.80 -0.30 -5.68
H: -6.56 1.45 -5.63
H: -7.49 0.66 -4.36
H: -4.90 -1.59 -4.96
H: -3.16 -2.93 -4.31
H: -2.68 -2.77 -2.60
H: -1.70 -2.04 -3.84
H: -2.36 2.39 -1.58
H: -3.81 2.16 -0.61
H: -3.85 3.27 -2.00
H: -5.48 2.30 -3.32

For the HOMO-LUMO gap, the calculation gives 4.90 eV. The total charge is -2. The molecular weight comes out at 936.2 g/mol. The calculation puts the energy above the lowest of the compared OMol25 structures with the same formula, charge and spin at 1.9133 eV.

Charges per atom according to Löwdin partitioning, unit e:
1. Sc 0.961
2. O 0.057
3. C -0.285
4. C 0.059
5. C -0.149
6. N 0.093
7. C -0.144
8. C 0.077
9. C -0.624
10. O 0.045
11. O -0.177
12. C -0.612
13. O 0.035
14. O -0.070
15. H 0.104
16. H 0.122
17. H 0.126
18. O -0.047
19. C -0.707
20. O -0.046
21. C -0.066
22. C 0.069
23. C -0.176
24. N 0.079
25. C -0.164
26. C 0.065
27. C -0.183
28. C 0.007
29. C -0.059
30. C -0.056
31. C -0.114
32. N 0.088
33. C -0.221
34. C -0.007
35. C -0.068
36. C -0.056
37. C -0.155
38. N -0.120
39. H 0.112
40. H 0.114
41. H 0.115
42. H 0.104
43. H 0.101
44. H 0.112
45. H 0.112
46. H 0.099
47. H 0.101
48. H 0.115
49. F 0.049
50. C -0.176
51. C 0.060
52. N 0.015
53. C -0.056
54. C -0.615
55. O 0.068
56. O -0.266
57. C -0.426
58. O 0.114
59. N 0.224
60. C -0.416
61. O 0.062
62. H 0.150
63. H 0.088
64. H 0.124
65. H 0.170
66. C -0.078
67. C -0.302
68. C -0.044
69. C -0.330
70. C -0.099
71. C -0.475
72. Te 1.148
73. C -0.338
74. C -0.116
75. C -0.049
76. H 0.061
77. H 0.067
78. H 0.070
79. H 0.100
80. H 0.064
81. H 0.050
82. H 0.054
83. H 0.043
84. H 0.066
85. H 0.064
86. H 0.106